Entry 1:
Density functional theory data (wB97M-V/def2-TZVPD) for a molecular structure, C2H2FN3.

```
! wB97M-V def2-TZVPD RIJCOSX def2/J DEFGRID3
* xyz 0 1
N 0.34 1.24 0.00
H -1.88 1.41 0.08
H 0.12 -1.92 -0.23
N 0.08 -0.98 0.05
N -1.17 -0.43 0.00
C 0.90 0.09 0.06
F 2.58 -0.22 0.01
C -0.98 0.82 0.04
*
```

Calculated values
HOMO-LUMO gap ... 11.453 eV
F_max ... 5.9 eV Å⁻¹


Entry 2:
Density functional theory data (wB97M-V/def2-TZVPD) for a molecular structure, C18H40MnN5P3S.

```
! wB97M-V def2-TZVPD RIJCOSX def2/J DEFGRID3
* xyz 3 5
H 0.04 -1.43 -3.07
N -0.57 2.47 -6.22
H 0.50 3.44 2.11
H -1.65 -1.58 2.06
H -2.22 3.54 -0.28
H -0.94 4.73 0.10
P -0.07 2.42 -0.03
N -1.47 1.36 -3.12
H -3.63 1.47 -3.31
H -1.07 4.03 -1.54
H 0.98 -1.30 5.76
H 2.85 -3.65 4.58
C -4.08 -0.01 -0.49
H -4.04 0.71 2.21
H 1.76 0.48 -3.05
C 1.59 -0.16 -2.19
H -4.17 0.95 -1.04
C -1.17 3.82 -0.47
H 0.68 -5.08 -1.35
H 2.34 -3.49 -2.40
H -0.06 -2.23 4.63
H 0.40 2.77 -6.17
H 3.23 -1.44 0.49
H 2.70 0.69 3.87
H 3.96 -0.31 3.08
H 1.91 3.87 -0.11
N -2.49 2.31 -4.89
C 0.39 -4.15 -1.86
C 0.62 -1.37 4.72
C 2.39 -1.20 -0.16
N -1.13 2.42 -4.96
H -3.35 -1.95 1.66
C 0.09 -1.58 -0.82
H -4.06 -0.82 -1.22
H 2.56 0.22 2.13
H -4.95 -0.12 0.17
N -0.49 1.74 -3.97
C 2.88 -0.10 3.13
H 0.07 -0.45 4.47
C -2.64 1.70 -3.71
C 2.59 -0.34 -1.23
C 3.26 -2.64 4.44
C 1.58 2.94 -0.59
Mn -0.75 0.37 -1.25
H 1.47 -2.39 2.29
H 2.30 2.13 -0.37
H -0.90 2.34 2.28
H 0.74 1.67 2.14
H 4.16 -2.69 3.81
H 1.56 3.08 -1.68
C -2.38 -1.64 1.25
H 3.56 0.13 -1.40
S 1.16 -3.26 1.15
P 2.04 -1.60 3.65
C -3.02 1.00 1.91
H -2.35 0.82 2.76
H -3.02 2.07 1.68
H -0.69 -3.93 -1.81
P -2.52 0.00 0.46
C 0.08 2.47 1.79
C 0.47 -1.01 -2.14
H 3.50 -2.19 5.41
H -1.16 2.98 -6.86
H 1.00 -3.04 -3.60
H -2.03 -2.39 0.55
H -0.76 -2.26 -0.80
C 1.26 -3.47 -2.62
C 1.19 -1.87 0.05
*
```

Calculated values
HOMO-LUMO gap (spin up / spin down) ... 5.953 / 5.268 eV
<S²> ... 6.180
F_max ... 3.5 eV Å⁻¹


Entry 3:
Density functional theory data (wB97M-V/def2-TZVPD) for 8 unconnected molecules or ions with the total composition C33H71N7O13.

```
! wB97M-V def2-TZVPD RIJCOSX def2/J DEFGRID3
* xyz 0 1
H -7.75 -3.88 -1.54
C 3.01 -0.53 -3.22
H -0.23 -7.32 4.75
H -5.28 6.75 1.41
C -7.06 -3.45 -0.82
H -7.63 -2.93 -0.05
H -2.76 1.07 -3.12
H 0.74 3.01 0.27
H -5.54 4.41 -1.99
H -6.82 5.21 1.28
N -5.44 5.57 -0.26
H -5.49 -4.09 -2.71
C -1.04 -8.53 2.48
H -0.21 0.97 -3.40
C 2.90 -1.68 -2.18
H -1.55 -9.34 1.93
C 4.30 -0.98 -0.14
H -0.74 -10.98 3.11
C -0.14 -10.39 3.79
H 0.61 8.19 -2.81
H -6.79 -0.95 -0.35
C -0.44 -1.66 3.86
H 0.91 -10.70 3.69
C 5.54 4.48 0.04
C 0.94 3.05 1.34
H -0.33 -2.27 -2.85
H -0.03 -5.65 -1.56
C -0.87 -4.88 0.70
O 3.48 1.88 -4.31
N 0.13 7.12 -1.09
H -5.54 -2.49 -3.49
H 2.65 -2.60 -2.71
C 1.09 -3.42 0.59
H 0.98 0.18 5.99
N -1.51 -0.61 -3.00
H 1.99 7.42 -2.02
H 4.68 -1.59 0.69
H 0.52 3.97 1.70
H 3.32 -0.62 0.16
H 1.69 -5.34 -1.20
C -2.74 0.09 -2.65
H 2.21 0.19 -3.02
H 1.26 8.87 -1.30
H 0.72 -3.09 1.57
C 0.47 -8.01 4.28
H -5.01 6.10 -2.23
O 5.31 1.15 0.68
H -6.48 -4.25 -0.35
C 1.65 -2.29 4.89
H 1.18 -3.04 5.53
H -1.02 0.27 -4.83
H 2.76 4.16 1.36
O 2.84 2.69 2.82
H -1.12 -0.82 3.63
H -1.31 7.67 0.33
C -1.19 7.65 -0.76
H 5.10 1.97 -3.20
C 0.45 5.89 -0.68
H 2.90 1.14 0.83
O -1.18 -7.36 2.18
H 0.54 2.17 1.85
H -1.74 -4.70 0.07
C 4.45 5.00 -0.93
H 4.80 2.37 -0.89
C -5.32 -3.03 -2.56
H -3.90 4.92 -1.51
H 0.71 -4.09 -1.99
H 3.14 1.77 2.77
H 0.08 0.74 4.56
C 4.63 2.33 0.19
H 1.83 0.45 4.45
H 2.07 -1.45 -1.52
H 0.31 -0.61 -4.04
O 4.31 0.09 -3.27
N 0.32 -4.37 0.04
H 2.02 -2.78 3.99
H 1.14 -7.44 3.64
H 2.82 -0.95 -4.22
N -0.26 -8.98 3.48
O 2.10 -2.94 0.08
C 4.28 1.37 -3.61
C -6.57 4.84 0.29
H 2.58 2.29 -0.47
H 1.47 5.58 -0.98
O 5.15 3.41 0.88
H -4.27 -2.85 -2.30
C -0.55 0.04 -3.87
C -1.30 -1.85 -2.52
H -2.80 0.20 -1.57
H -0.47 -10.57 4.81
C 1.05 7.95 -1.85
C 4.19 -1.90 -1.36
O -3.89 7.21 0.01
N 0.66 -1.28 4.53
H -1.02 -4.39 1.66
C 3.10 2.15 0.48
H -0.76 -5.96 0.87
H -1.95 7.00 -1.17
H -6.32 3.78 0.36
O -0.69 -2.80 3.52
H -3.60 -0.49 -2.98
N -6.17 -2.53 -1.50
O -0.27 5.15 -0.03
C 2.49 3.12 1.51
C 0.90 0.10 4.90
C -4.84 6.56 0.42
C -6.11 -1.23 -1.17
C 0.69 -4.90 -1.26
O -5.38 -0.40 -1.70
O 6.11 0.18 -1.12
H 3.48 4.52 -0.81
H 5.08 -1.90 -1.98
H 4.29 6.07 -0.80
C 5.31 0.14 -0.28
H -1.30 8.66 -1.16
H 5.80 5.30 0.70
H 4.12 -2.91 -0.96
H 4.78 4.81 -1.95
C -4.95 5.23 -1.58
H 6.47 4.25 -0.50
H 1.05 -8.52 5.05
H -7.44 4.96 -0.36
O -2.05 -2.46 -1.79
H 2.47 -1.83 5.43
*
```

Calculated values
SMILES string ... CCO[C@H](C[C@@H](C)O)OC(=O)CCCCOC=O.CN(C)C=O.CN(C)C=O.CN(C)C=O.CN(C)C=O.CN(C)C=O.CN(C)C=O.CN(C)C=O
HOMO-LUMO gap ... 9.146 eV
F_max ... 4.0 eV Å⁻¹


Entry 4:
Density functional theory data (wB97M-V/def2-TZVPD) for a gas-phase ion, C4H11N2O (charge +1).

```
! wB97M-V def2-TZVPD RIJCOSX def2/J DEFGRID3
* xyz 1 1
H -2.62 0.49 0.36
C -1.17 -0.67 -0.41
N -2.50 0.10 -0.59
C -0.33 0.37 0.34
H 2.67 0.23 1.51
H 1.34 -1.56 -0.52
H 1.36 -0.33 -1.82
C 1.63 -0.53 -0.77
O -0.91 0.82 1.32
H -2.45 0.82 -1.31
H 1.88 1.90 1.24
H 1.14 0.67 2.22
H -3.25 -0.55 -0.84
C 1.78 0.83 1.34
N 0.99 0.39 0.13
H 2.71 -0.48 -0.74
H -1.44 -1.66 -0.04
H -0.86 -0.85 -1.43
*
```

Calculated values
SMILES string ... CN(C)C(=O)C[NH3+]
HOMO-LUMO gap ... 10.070 eV
F_max ... 3.6 eV Å⁻¹


- What is the formula in the second record?
  C18H40MnN5P3S


Please write out number 1 again, unchanged.
Density functional theory data (wB97M-V/def2-TZVPD) for a molecular structure, C2H2FN3.

```
! wB97M-V def2-TZVPD RIJCOSX def2/J DEFGRID3
* xyz 0 1
N 0.34 1.24 0.00
H -1.88 1.41 0.08
H 0.12 -1.92 -0.23
N 0.08 -0.98 0.05
N -1.17 -0.43 0.00
C 0.90 0.09 0.06
F 2.58 -0.22 0.01
C -0.98 0.82 0.04
*
```

Calculated values
HOMO-LUMO gap ... 11.453 eV
F_max ... 5.9 eV Å⁻¹


- Among the records above, which one has the lowest F_max?
  C18H40MnN5P3S


- Look up the F_max of the first one.
  5.9 eV Å⁻¹